Formula: C4H13NOS
Source: the OMol25 dataset
Level of theory: ωB97M-V with the def2-TZVPD basis set

XYZ file:
```
20
Properties=species:S:1:pos:R:3:mulliken_charge:R:1
C 2.445 0.032 -0.496 -0.70
S 1.906 0.193 1.244 -0.11
C 0.109 0.440 1.060 -0.34
C -0.448 -0.926 0.797 -0.71
C -0.230 -1.442 -0.574 -0.48
N -0.358 -0.375 -1.509 -0.43
H 2.267 -0.967 -0.990 0.14
H 3.605 0.365 -0.530 0.29
H 1.932 0.819 -1.021 0.24
H -0.083 1.158 0.095 0.28
H -0.339 0.833 2.040 0.23
H -1.480 -0.926 0.966 0.38
H 0.027 -1.499 1.587 0.38
H 0.703 -1.730 -0.864 0.21
H -0.651 -2.534 -0.646 0.21
H -1.344 -0.100 -1.656 0.19
H 0.397 -0.313 -2.249 0.20
O -2.600 2.570 0.829 -0.62
H -3.311 2.447 0.279 0.29
H -2.550 1.955 1.638 0.33
```

Calculated values
charge: 0
relative energy (zero: lowest compared OMol25 entry of this formula, charge and spin): 63.77 kcal/mol
gap between HOMO and LUMO: 8.860 eV
DFT total energy: -18729.2457 eV